24
Properties=species:S:1:pos:R:3:forces:R:3:mulliken_charge:R:1 method="wB97M-V/def2-TZVPD" smiles="O=S1(=O)c2cc(F)ccc2Oc2ccc(F)cc21" homo_energy_ev=-9.111 multiplicity=1 e_lumo_ev=-0.2 orbital_gap_ev=8.88
S 0.042109 0.895466 -1.509102 -0.7 1.9 -2.8 1.15
F -4.979825 0.791912 -0.501606 0.2 -0.3 -0.1 -0.31
F 5.014107 0.855303 -0.152440 -0.2 0.2 -0.1 -0.31
O 0.040236 0.191240 -2.814583 0.2 0.5 2.6 -0.63
O 0.014963 2.375085 -1.654120 0.2 -2.6 0.9 -0.65
O -0.019619 -1.046190 0.921170 0.4 -0.6 0.3 -0.27
C 2.718476 0.886004 -0.743836 -0.5 -0.6 0.5 -0.65
C -1.395073 0.357208 -0.551402 1.2 -0.7 0.5 0.41
C -2.664202 0.837144 -0.875218 0.2 -0.3 -0.8 -0.36
C 2.289844 -1.005788 1.290718 1.0 -0.1 0.5 -0.51
C -3.622008 -0.737354 0.693834 -0.5 0.0 0.2 -0.50
C 1.199237 -0.540145 0.571352 0.3 0.8 -1.2 0.24
C -1.215531 -0.627158 0.452566 -0.8 1.3 -0.9 0.27
C 3.600083 -0.533489 1.065218 -1.7 0.1 -0.6 -0.65
C 1.423335 0.375605 -0.486400 -0.2 -0.1 0.4 0.46
C 3.756963 0.417498 0.065421 -0.1 0.1 -0.5 0.30
C -3.757709 0.273778 -0.253886 -0.1 0.3 0.5 0.24
C -2.361033 -1.161459 1.047481 0.5 -0.5 0.3 -0.68
H 2.879487 1.607649 -1.550173 0.0 -0.3 0.4 0.45
H -4.481414 -1.190418 1.216149 0.4 0.5 -0.5 0.37
H -2.792549 1.532171 -1.711167 0.1 0.0 0.5 0.40
H -2.265143 -1.929241 1.821311 0.1 0.3 -0.3 0.39
H 2.100279 -1.748774 2.062132 0.1 0.1 -0.1 0.41
H 4.474987 -0.876047 1.596581 -0.1 -0.1 0.1 0.44



102
Properties=species:S:1:pos:R:3:forces:R:3:mulliken_charge:R:1 method="wB97M-V/def2-TZVPD" charge=-3 homo_energy_ev=-4.789 multiplicity=1 e_lumo_ev=2.1 e_above_lowest_kcal_mol=0.0 orbital_gap_ev=6.91
S -24.424502 -24.440843 -11.631888 2.8 -1.4 -0.6 1.00
S -24.064524 -11.249601 -6.173135 -3.8 -1.1 -6.7 1.01
S -16.599164 -16.068477 -4.401755 0.8 4.2 -0.9 1.01
S -14.217488 -19.215922 0.745499 0.6 -2.2 0.3 0.95
S -12.763777 -9.364857 -2.134788 1.9 3.5 1.0 0.95
S -21.201898 -24.371508 -0.870979 0.5 -2.0 -2.2 0.93
S -16.306895 -19.557496 2.235284 -0.3 -1.8 3.1 0.94
S -14.790537 -9.558854 -0.380009 -1.4 -1.7 -1.9 0.98
S -24.259010 -9.417386 -4.350619 -1.3 0.4 0.2 1.00
S -24.933229 -22.036964 -10.710216 -3.1 0.6 1.0 0.92
S -18.917830 -16.849211 -3.529689 -0.6 1.6 -1.1 0.94
S -20.000468 -25.246097 1.226948 2.9 -0.3 -0.3 1.18
F -21.833542 -12.496658 -6.943813 0.7 -0.3 -0.3 -0.20
F -18.777741 -19.875330 3.242474 0.1 -0.6 0.4 -0.19
F -19.257645 -26.219262 3.580917 -0.1 0.2 -0.6 -0.23
F -14.258380 -16.803035 2.056894 1.1 -1.6 -0.1 -0.22
F -15.095253 -8.386896 2.043865 0.8 0.7 1.0 -0.18
F -15.275071 -6.951490 0.291462 -0.3 -1.6 1.6 -0.21
F -21.347464 -26.421743 3.199659 -1.0 0.1 0.1 -0.22
F -18.424965 -18.722138 -5.311496 -0.1 -0.4 0.5 -0.25
F -26.856224 -23.644179 -12.542518 -0.8 -0.6 -0.3 -0.22
F -12.666557 -11.403178 -3.786922 -0.6 -0.4 -0.3 -0.21
F -14.048644 -16.294723 -3.481390 -0.5 -0.3 0.0 -0.20
F -23.781622 -23.898616 -0.817437 -0.3 0.8 -0.2 -0.21
F -14.541269 -17.789771 -4.989307 -0.3 0.1 0.3 -0.22
F -20.477296 -18.221464 -5.343667 -0.9 0.8 0.1 -0.20
F -14.181302 -15.753684 -5.535503 -0.1 0.7 -0.7 -0.18
F -18.439814 -18.002952 2.320401 -0.1 1.0 -0.3 -0.23
F -22.210432 -22.360050 -10.312335 -0.6 -0.3 0.8 -0.21
F -26.265606 -25.704214 -13.133770 -0.8 0.2 -0.3 -0.22
F -13.492937 -11.946368 -1.776712 1.3 0.4 -1.4 -0.21
F -23.157646 -13.656960 -5.725169 0.0 -1.6 0.4 -0.20
F -12.471247 -17.162253 0.937793 0.1 -1.3 1.1 -0.20
F -22.360286 -7.714849 -3.339336 0.6 -0.5 0.9 -0.21
F -24.005304 -6.718737 -4.208653 -1.4 0.7 0.4 -0.21
F -12.780095 -18.218745 2.918540 -0.1 0.4 -1.4 -0.17
F -19.770760 -19.435511 -3.745754 0.3 0.2 0.6 -0.19
F -16.942059 -8.269059 0.970189 1.6 0.1 -0.5 -0.23
F -22.815627 -23.142343 0.941885 -0.2 0.3 0.5 -0.21
F -22.565801 -22.010461 -0.901884 -0.6 -1.1 0.3 -0.22
F -19.954533 -27.816386 2.314976 -0.3 1.1 -0.5 -0.23
F -22.926535 -20.388747 -10.118836 -0.3 1.0 -0.1 -0.25
F -23.315925 -21.743896 -8.526482 -0.2 -0.6 0.7 -0.22
F -23.601997 -13.357896 -7.900429 0.5 0.4 1.8 -0.20
F -25.378568 -23.941574 -14.078022 -0.5 -0.3 -0.5 -0.24
F -18.718720 -19.765261 1.078944 0.3 0.3 0.5 -0.19
F -11.358542 -11.582205 -2.137952 0.7 -0.6 0.6 -0.22
F -22.540653 -7.561860 -5.482473 -0.1 -0.5 0.4 -0.24
O -16.642825 -22.108810 -2.542579 0.2 0.9 -0.1 -0.52
O -11.372526 -8.891534 -2.139748 -1.3 -1.2 0.3 -0.68
O -14.907269 -10.894676 0.168428 -0.8 0.9 1.6 -0.62
O -13.781551 -20.525103 1.260784 -0.9 3.0 -0.2 -0.57
O -18.923429 -10.948302 -3.308172 -0.8 -0.4 -0.1 -0.55
O -24.921596 -21.506474 -12.087767 0.8 -1.3 2.1 -0.55
O -16.584608 -14.740853 -3.733105 0.6 -2.0 -1.4 -0.64
O -20.186023 -23.937132 1.823496 0.4 -0.8 0.5 -0.59
O -9.778395 -18.851163 -5.466579 0.2 -0.2 0.0 -0.63
O -26.016607 -21.433284 -9.910812 2.1 -0.4 -0.4 -0.65
O -13.787359 -19.021870 -0.614733 -0.9 1.1 -0.7 -0.71
O -18.681636 -25.572692 0.634795 -2.0 0.4 1.5 -0.66
O -19.440206 -17.082401 -2.239855 -0.1 -1.1 2.8 -0.68
O -25.387181 -11.784626 -5.827070 2.0 0.1 0.5 -0.63
O -21.607433 -24.957506 -2.160410 -0.1 0.9 2.2 -0.66
O -24.144550 -25.875512 -11.340224 -1.1 2.6 -0.5 -0.71
O -19.954736 -23.595586 -0.975278 -2.0 -0.4 0.7 -0.55
O -24.349528 -9.728243 -2.969053 1.4 -0.6 1.7 -0.64
O -15.766840 -18.791944 3.360539 -0.9 -0.2 -1.4 -0.64
O -23.258539 -23.694960 -12.260128 -3.3 -2.0 1.3 -0.59
O -25.611697 -9.147678 -4.847996 2.8 0.0 -1.0 -0.57
O -15.523979 -9.470565 -1.662624 0.2 0.8 2.1 -0.60
O -13.559009 -8.710221 -3.164543 0.4 -1.5 1.1 -0.57
O -17.237204 -16.128116 -5.719028 1.4 -0.5 1.6 -0.57
O -16.055948 -20.987546 2.347328 -1.3 1.7 -0.7 -0.57
O -24.111050 -10.374641 -7.366998 0.4 -1.3 1.4 -0.67
O -19.479824 -15.598604 -4.094401 1.9 -2.7 0.2 -0.54
N -13.244481 -9.193304 -0.458686 -0.1 0.1 -3.1 -0.46
N -21.211450 -25.656070 0.312058 -0.2 2.5 -2.1 -0.53
N -23.175846 -10.619184 -5.105680 -0.3 2.3 3.7 -0.39
N -15.944707 -18.865479 0.808155 2.9 -0.7 -0.3 -0.37
N -25.127192 -23.705434 -10.349811 1.8 1.8 -2.7 -0.44
N -17.151535 -17.092111 -3.324517 -3.0 -0.7 -0.3 -0.41
C -18.190944 -19.302056 2.232158 0.6 -0.4 -0.9 0.63
C -12.560946 -11.230357 -2.483938 -1.7 0.9 1.0 0.70
C -13.314212 -17.797360 1.779854 -2.0 1.8 -0.5 0.66
C -15.567087 -8.183152 0.858259 -0.8 -0.6 -3.1 0.58
C -14.721729 -16.505163 -4.622281 -0.5 -0.6 0.7 0.53
C -19.483459 -18.424014 -4.531475 1.6 0.4 -1.3 0.73
C -22.725539 -23.245589 -0.358751 2.0 -0.8 -0.6 0.67
C -23.211883 -7.739006 -4.321938 0.2 -1.1 -2.4 0.65
C -23.095765 -12.842679 -6.749958 -1.2 2.7 -0.5 0.55
C -23.233757 -21.645477 -9.823834 -0.1 0.2 -2.1 0.69
C -20.171857 -26.503307 2.619140 1.0 -0.6 0.6 0.54
C -25.897786 -24.444555 -12.961134 3.1 0.7 1.5 0.69
Li -21.491090 -12.131553 -3.496360 0.0 0.6 -0.5 0.89
Li -16.157192 -19.510998 -2.023248 0.2 -0.4 0.1 0.83
Li -17.134736 -16.595483 -0.398682 0.0 -0.3 -0.2 0.86
H -18.473364 -10.284186 -2.786047 0.2 0.3 0.3 0.29
H -16.127797 -22.915545 -2.555137 0.2 -0.2 0.1 0.25
H -18.218532 -11.449683 -3.718018 0.3 -0.2 -0.1 0.31
H -10.703669 -18.845336 -5.221488 -0.2 0.0 0.1 0.32
H -9.700214 -18.160905 -6.125120 0.0 0.2 -0.2 0.32
H -17.538891 -22.398786 -2.371657 -0.5 -0.2 0.2 0.34



28
Properties=species:S:1:pos:R:3:forces:R:3:mulliken_charge:R:1 method="wB97M-V/def2-TZVPD" charge=+1 homo_energy_ev="-11.481 / -11.480" multiplicity=1 e_lumo_ev="-5.7 / -5.7" e_above_lowest_kcal_mol=9.2 orbital_gap_ev="5.76 / 5.76"
Au 0.063044 -0.367378 0.248657 -0.4 -0.9 0.6 0.84
S 4.197554 -0.174196 1.875746 0.0 0.0 0.0 -0.02
S -1.266795 -0.220114 2.163350 0.4 0.5 -0.3 -0.41
O -1.578779 0.119954 -0.738332 0.1 -0.2 -0.2 -0.67
N -1.196241 -4.513821 -3.508705 0.0 0.0 0.0 -0.35
N 1.822949 -0.598524 1.200230 -0.2 -0.1 0.3 0.07
N -2.680295 0.414705 -0.003902 -0.1 0.1 0.1 0.39
N 1.005632 -1.388363 -1.290072 0.4 0.8 -0.5 -0.62
N 1.815439 -5.501252 -0.241366 0.0 0.0 0.0 -0.37
C -3.875185 0.618207 2.008578 0.0 0.0 0.0 -0.78
C -3.744176 0.835745 -0.720810 0.0 0.0 -0.1 -0.22
C -0.403857 -4.226747 -2.727192 0.0 0.0 0.0 0.06
C -2.692889 0.315633 1.331857 0.1 -0.1 0.0 0.90
C 0.552194 -3.835875 -1.745135 0.1 0.0 -0.1 0.05
C 1.256663 -4.777382 -0.938828 -0.1 0.0 0.0 0.09
C 2.896572 0.070359 0.839459 0.1 -0.1 0.0 0.08
C -4.984938 1.021643 1.304010 0.0 0.0 0.0 -0.13
C 3.260347 -1.225514 2.843143 0.0 0.0 0.0 -0.26
C 2.012060 -1.345658 2.341043 0.1 0.0 0.0 -0.46
C 0.782557 -2.527419 -1.521405 -0.4 0.0 0.3 0.60
C -4.912137 1.147032 -0.085446 0.0 0.0 0.0 -0.71
H -3.887128 0.521125 3.084703 0.0 0.0 0.0 0.39
H 3.670541 -1.703706 3.716707 0.0 0.0 0.0 0.43
H -5.904894 1.245807 1.825365 0.0 0.0 0.0 0.42
H 1.213075 -1.957729 2.727970 0.0 0.0 0.0 0.41
H -5.751322 1.492170 -0.669983 0.0 0.0 0.0 0.41
H -3.581722 0.896676 -1.786320 0.0 0.0 0.0 0.45
H 2.945295 0.691313 -0.041536 0.0 0.0 0.0 0.40



46
Properties=species:S:1:pos:R:3:forces:R:3:mulliken_charge:R:1 method="wB97M-V/def2-TZVPD" charge=+2 homo_energy_ev=-13.427 multiplicity=1 e_lumo_ev=-12.2 e_above_lowest_kcal_mol=154.2 orbital_gap_ev=1.18
Br 2.564492 27.422023 -0.850509 0.2 -0.3 -0.4 -0.01
Br 13.107103 21.199275 -10.158056 -1.3 -0.1 -0.4 -0.01
Br 10.368853 18.715657 -9.419369 -0.1 -0.1 -0.2 -0.02
Br 5.115046 30.869508 -2.162685 0.2 0.3 0.0 0.02
V 0.567389 19.164467 -6.597488 0.4 -0.7 -2.7 1.88
Al 11.381991 14.490688 -2.553887 -0.1 0.0 0.0 1.00
O 7.880143 20.371189 -5.457958 0.6 -1.7 1.4 -0.34
O 3.297528 14.289048 -0.432034 1.6 -1.3 0.4 -0.37
O 5.342327 20.395152 -5.408893 3.1 -1.2 0.7 -0.54
O 6.663930 20.190552 -3.360345 0.0 0.5 -1.7 -0.46
O 6.570995 22.293537 -4.598596 2.4 -2.7 0.9 -0.42
O -0.840814 19.808169 -6.769845 1.5 -0.9 -0.2 -0.45
O 9.607660 18.806464 -4.730785 -5.0 3.4 -0.8 -0.55
O 8.015660 18.655379 -2.406615 -0.9 1.8 -2.2 -0.55
O 5.123451 23.888752 -5.096435 0.1 -2.7 0.3 -0.56
O 6.586443 13.575409 -1.414023 -3.5 0.7 1.2 -0.59
O 3.627162 21.448697 -6.192969 -0.7 0.6 -0.4 -0.60
O 3.893011 16.674622 0.017167 -0.4 1.4 0.1 -0.41
O 4.312009 12.136389 -0.136073 -0.7 6.0 -1.1 -0.47
O 5.177150 15.269530 -1.474348 -0.9 0.2 0.3 -0.34
O 3.404180 18.976977 -0.021924 -0.4 -4.7 -1.3 -0.49
O 2.180347 18.184944 -2.640358 1.8 -2.6 2.5 -0.59
O 1.042115 18.469287 -7.971999 -1.6 1.8 3.2 -0.45
O 2.910142 16.038984 -1.975855 -0.4 3.5 -0.7 -0.40
C 11.115830 21.293906 -10.285216 -0.2 0.0 -0.2 -0.55
C 3.341311 17.800979 -0.453591 1.6 2.7 1.6 0.64
C 3.944234 29.375007 -2.284397 -1.2 0.5 -0.4 -0.59
C 4.254920 28.357294 -1.230872 -0.1 -0.9 0.4 -0.50
C 10.428486 20.053390 -10.821532 0.4 -0.7 -0.3 -0.59
C 4.276595 13.368507 -0.447365 -1.0 -4.8 1.0 0.49
C 2.736759 17.430398 -1.829830 -1.9 -0.7 -3.0 0.61
C 4.704005 21.461848 -5.673727 -2.3 1.5 0.3 0.66
C 5.470922 22.711884 -5.021254 -2.8 3.8 -2.5 0.70
C 8.531417 19.472091 -4.661855 3.2 -1.4 -0.1 0.62
C 5.463096 14.052221 -1.135425 5.7 -1.1 -1.8 0.75
C 7.679380 19.404460 -3.332087 1.4 -2.8 3.1 0.66
B 6.615555 20.788527 -4.760935 0.5 0.4 1.1 0.97
B 3.837753 15.558457 -0.978164 -1.3 0.8 0.6 0.85
H 10.761018 22.093016 -10.936082 0.8 0.4 0.0 0.35
H 4.464790 28.681276 -0.211513 0.4 0.6 -0.5 0.40
H 5.021233 27.677805 -1.603907 -0.2 -0.2 0.4 0.36
H 3.942767 29.016023 -3.313586 0.6 -0.4 0.1 0.38
H 2.914756 29.724985 -2.208426 0.1 0.5 0.4 0.37
H 10.827260 21.525511 -9.259939 -0.1 -0.1 -0.2 0.34
H 9.427398 20.150729 -11.241574 -0.4 0.7 0.9 0.38
H 10.859733 19.602807 -11.715457 0.9 0.0 0.4 0.39



no.,molar mass (g mol⁻¹),F_max (eV/A)
1,268.24,3.46
2,1755.75,7.81
3,498.32,1.16
4,859.34,6.12